(1)
Density functional theory data (ωB97M-V/def2-TZVPD) for the molecule C12H15N at a distorted geometry.

Summary:
E_tot	-14171.3118	eV
energy above the lowest of the compared OMol25 structures with the same formula, charge and spin	6.837	eV
frontier orbital gap (spin up / spin down)	0.3104 / 0.2378	hartree

Cartesian coordinates (Å):
C -4.051210 0.658105 -0.658143
C -3.577469 -0.683599 -0.669969
C -3.110399 1.644252 -0.259055
C -2.376670 -0.992465 -0.188193
C -1.855569 1.318424 0.159079
C -1.491189 -0.066758 0.348506
C 1.760902 -1.473320 0.207856
C 2.269601 -2.434564 0.852256
C 0.796744 0.442908 1.108571
C 1.859403 -0.028946 0.057955
C 1.314666 0.383057 -1.388415
C 3.304441 0.386656 0.257370
N -0.294088 -0.419027 0.972518
H -4.986710 0.921446 -1.045602
H -4.411233 -1.458536 -0.911000
H -3.351525 2.656006 -0.408417
H -2.287698 -2.055401 0.025491
H -1.200608 2.133637 0.178493
H 1.961605 -3.383311 0.792442
H 3.050758 -2.273371 1.675536
H 1.199766 0.327835 2.182263
H 0.713783 1.547214 0.952080
H 1.197119 1.464311 -1.300781
H 0.227258 0.119280 -1.728116
H 2.042145 -0.074561 -2.141599
H 3.927149 -0.166287 -0.569164
H 3.820517 0.024941 1.167243
H 3.548500 1.482070 0.330807

Forces on the atoms, in the same order (eV/Å):
C 3.0 -0.6 0.5
C -5.1 1.2 -0.9
C -1.4 -1.6 -0.9
C 1.0 -2.6 2.0
C -0.4 -1.8 -0.3
C 2.1 2.5 0.1
C -0.6 1.0 -1.4
C 3.0 1.5 2.8
C 1.7 1.7 1.3
C -1.5 -0.5 -0.5
C -0.5 -0.7 0.0
C 2.4 -0.1 -0.7
N -2.7 -0.9 -0.8
H -1.3 0.3 -0.3
H 2.1 1.1 0.2
H -0.3 1.2 0.0
H 0.9 0.1 -0.2
H 1.3 0.8 0.8
H -1.2 -3.6 -0.3
H -0.7 0.0 -1.1
H -0.3 0.0 -1.5
H -0.6 -0.6 0.0
H 0.9 0.3 -0.8
H 2.0 -0.4 1.2
H -1.0 1.3 0.8
H -1.1 1.5 1.2
H -0.9 -0.3 -0.1
H -0.6 -0.8 -0.8

=====

(2)
Density functional theory data (ωB97M-V/def2-TZVPD) for a structure of composition C12H15N2O5SV.

Summary:
E_tot	-62429.5221	eV
energy above the lowest of the compared OMol25 structures with the same formula, charge and spin	0.000	eV
net charge	-1
frontier orbital gap (spin up / spin down)	0.2133 / 0.1903	hartree
2S+1	2

Cartesian coordinates (Å):
V -0.040981 0.221588 -0.489443
C 4.839314 -2.913652 -5.209360
C 3.593864 -2.183730 -4.793649
C 2.485241 -2.114234 -5.624716
C 1.329087 -1.450636 -5.229257
C 1.270561 -0.842442 -3.986648
C 2.377177 -0.898435 -3.144058
C 3.519845 -1.563075 -3.546554
S -0.212750 -0.015719 -3.445060
O -1.090067 -0.075048 -4.591604
O 0.192349 1.294104 -2.928416
N -0.716167 -0.750744 -2.163164
C -0.669991 -2.197209 -2.003873
C 0.434143 -2.565770 -0.990989
O 0.787411 -3.725393 -0.847540
O 0.895397 -1.547497 -0.306079
H 4.724210 -3.370057 -6.193029
H 5.084171 -3.711081 -4.504353
H 5.701918 -2.244860 -5.251048
H 2.516813 -2.592487 -6.597902
H 0.467474 -1.402222 -5.880572
H 2.333221 -0.450508 -2.159575
H 4.363518 -1.612515 -2.866931
H -0.586043 -2.725213 -2.957389
H -1.613548 -2.533719 -1.560453
N 0.180889 2.079491 3.222227
C -0.147333 1.694711 1.966186
O 0.648329 0.985504 1.341029
C -1.472785 2.110516 1.379821
C -1.537990 1.783299 -0.105282
H 1.129200 1.901947 3.507816
H -0.291976 2.864305 3.631844
H -1.635295 3.157681 1.691762
H -2.215386 1.530382 1.945194
H -1.232070 2.656112 -0.695539
H -2.564044 1.543226 -0.392329

Forces on the atoms, in the same order (eV/Å):
V -0.3 0.1 -0.2
C 0.1 -0.1 0.0
C -0.1 0.1 0.1
C 0.0 0.0 -0.1
C 0.0 0.0 0.0
C 0.2 -0.1 0.0
C 0.0 0.0 0.0
C 0.0 0.0 0.0
S 0.2 0.4 0.4
O -0.1 0.1 0.0
O -0.2 0.0 -0.6
N -0.2 -0.4 0.3
C -0.2 0.3 -0.1
C 0.3 0.3 0.2
O -0.1 0.0 -0.1
O -0.3 -0.5 -0.1
H 0.0 0.0 0.0
H 0.0 0.0 0.0
H 0.0 0.0 0.0
H 0.0 0.0 0.0
H 0.0 0.0 0.0
H -0.1 0.0 0.0
H 0.0 0.0 0.0
H 0.3 -0.2 0.1
H 0.0 0.0 0.0
N 0.0 0.2 0.0
C 0.0 0.0 -0.2
O 0.1 -0.1 0.0
C 0.0 0.0 0.4
C 0.2 -0.1 0.0
H 0.0 0.0 0.0
H -0.1 0.0 0.0
H -0.1 0.0 -0.1
H 0.0 0.0 -0.1
H 0.1 0.0 0.0
H 0.0 0.0 0.0

=====

(3)
Density functional theory data (ωB97M-V/def2-TZVPD) for a structure of composition C12H15N3O6Pt.

Summary:
E_tot	-32672.7588	eV
energy above the lowest of the compared OMol25 structures with the same formula, charge and spin	0.000	eV
net charge	+2
frontier orbital gap (spin up / spin down)	0.2584 / 0.2588	hartree

Cartesian coordinates (Å):
Pt 0.829380 -0.885247 -0.244715
O 2.051996 -1.565334 4.011034
C 1.405792 -1.649663 3.070459
O 0.743940 -1.724814 2.102685
C 2.402685 1.845804 1.211137
C 0.963133 1.952467 0.781199
C 0.754515 3.342714 0.156035
C 1.617418 3.259906 -1.129987
C 2.175971 1.819362 -1.062310
O 0.981566 1.160948 -0.484156
C 3.136166 1.788318 0.098901
C 3.920973 -1.171281 0.383307
O 4.840695 -1.114167 1.049275
O 2.962762 -1.218954 -0.300292
H 2.768891 2.060329 2.205239
H 0.177020 1.583196 1.423319
H 1.062285 4.132183 0.837127
H -0.296885 3.471825 -0.086233
H 2.434067 3.977915 -1.147771
H 1.014178 3.395300 -2.023744
H 2.430458 1.343086 -2.002857
H 4.200853 1.961903 0.029183
C -4.184662 -2.932264 -0.764226
N -3.168032 -1.897649 -0.595617
C -3.444920 -0.475013 -0.493861
C -2.060403 0.117339 -0.334792
O -1.777203 1.263027 -0.161574
N -1.146431 -0.954850 -0.424078
C -1.866460 -2.106145 -0.558802
N -1.327044 -3.316816 -0.657087
H -5.159975 -2.455783 -0.734035
H -4.135947 -3.657248 0.048633
H -4.075839 -3.430101 -1.728316
H -4.067776 -0.233561 0.368182
H -3.918972 -0.088430 -1.398196
H -0.334092 -3.465748 -0.684795
H -1.910100 -4.132546 -0.758278

Forces on the atoms, in the same order (eV/Å):
Pt 0.1 0.1 -0.1
O 0.0 0.0 0.0
C -0.1 0.0 0.0
O 0.1 -0.3 0.1
C 0.1 0.2 -0.1
C 0.0 0.0 0.0
C 0.0 0.0 0.0
C 0.0 0.0 0.0
C 0.0 0.1 0.0
O -0.3 -0.3 -0.2
C 0.0 0.1 0.1
C 0.0 0.3 0.3
O 0.2 -0.1 0.0
O -0.2 -0.1 -0.2
H -0.1 -0.1 0.1
H -0.1 0.0 0.1
H 0.0 0.0 0.0
H 0.0 0.0 0.0
H 0.0 0.0 0.0
H 0.0 0.0 0.0
H 0.1 0.0 0.0
H 0.0 -0.2 -0.1
C 0.0 0.0 0.0
N 0.0 0.0 0.0
C 0.0 0.0 0.0
C 0.0 0.1 0.0
O 0.1 0.0 0.1
N 0.1 0.2 0.2
C 0.1 0.0 -0.1
N 0.0 0.0 0.1
H 0.0 0.0 0.0
H 0.0 0.0 0.0
H 0.0 0.0 0.0
H 0.0 0.0 0.0
H 0.0 0.0 0.0
H 0.0 0.0 0.0
H 0.0 0.0 0.0

=====

(4)
Density functional theory data (ωB97M-V/def2-TZVPD) for a structure of composition C12H15N4O7 at a distorted geometry.

Summary:
E_tot	-32974.6803	eV
energy above the lowest of the compared OMol25 structures with the same formula, charge and spin	9.292	eV
net charge	-1
frontier orbital gap	0.2084	hartree

Cartesian coordinates (Å):
C -3.431417 -0.158241 2.215302
O -2.484803 0.944489 2.176140
C -1.229712 0.547799 2.392230
N -0.267522 1.458252 2.209368
C 0.965870 1.011585 2.441076
N 2.165326 1.575187 2.085762
O 3.111851 0.584698 2.308021
N 2.478797 -0.629639 2.844088
O 3.151849 -1.622965 3.018176
C 1.151964 -0.327059 2.967112
C 0.090226 -1.183476 3.102620
N -1.097437 -0.732139 2.763716
H -4.409928 0.315990 2.229940
H -3.304984 -0.779073 1.321161
H -3.278734 -0.799220 3.092883
H 0.207167 -2.251976 3.554427
H -1.223290 -2.019896 4.894245
C -0.452341 -2.736168 4.602117
C -1.087459 -3.976266 4.091219
O -0.737099 -5.125202 4.253317
O -2.169234 -3.651242 3.328461
C -2.892818 -4.816155 2.904009
C -3.913126 -4.410979 1.875523
C 0.504990 -2.904549 5.724066
O 0.905905 -3.935387 6.224515
O 0.890073 -1.683015 6.191157
C 1.634631 -1.817753 7.417969
C 2.049555 -0.447598 7.876574
H -2.186454 -5.538138 2.488288
H -3.379707 -5.251964 3.784055
H -4.465045 -5.304301 1.570965
H -4.630887 -3.685954 2.275645
H -3.445143 -3.989142 0.978306
H 0.991382 -2.297803 8.166220
H 2.504922 -2.456829 7.236705
H 2.646230 -0.552769 8.786084
H 2.660281 0.066790 7.126503
H 1.176820 0.172179 8.109148

Forces on the atoms, in the same order (eV/Å):
C -0.1 0.3 0.1
O -0.4 -0.5 -0.1
C 1.4 0.7 0.6
N -1.4 0.4 -0.2
C 2.5 -0.8 -0.3
N -2.2 -1.1 0.6
O -0.7 -1.2 0.9
N -0.9 1.3 -0.4
O -0.1 0.6 0.0
C 2.9 2.2 -0.7
C 0.7 -0.2 -3.1
N -0.1 -0.1 0.2
H 0.0 0.0 -0.1
H -0.1 0.1 0.2
H -0.1 0.3 -0.3
H 0.2 0.9 -1.6
H 0.4 0.2 -0.5
C -1.7 -3.5 4.8
C 1.0 1.0 1.1
O 0.0 -0.1 -0.3
O -0.6 -0.5 -0.3
C 0.1 0.3 0.0
C -0.2 0.1 -0.2
C -1.4 -0.9 -0.9
O 0.4 0.3 -0.1
O 0.4 0.0 0.7
C 0.0 0.2 -0.3
C 0.0 0.3 0.1
H -0.1 0.0 0.1
H 0.1 -0.1 -0.1
H -0.1 0.1 0.0
H 0.1 -0.1 -0.1
H 0.0 0.0 0.2
H 0.2 0.0 -0.1
H -0.2 0.0 0.1
H 0.0 0.1 0.0
H -0.1 -0.1 0.1
H 0.1 0.0 -0.1

=====

(5)
Density functional theory data (ωB97M-V/def2-TZVPD) for a structure of composition C12H15NO4 at a distorted geometry.

Summary:
E_tot	-22355.7846	eV
energy above the lowest of the compared OMol25 structures with the same formula, charge and spin	12.789	eV
frontier orbital gap	0.2866	hartree

Cartesian coordinates (Å):
C -4.162193 -2.293924 0.661428
H -4.781960 -2.737916 1.261305
O -3.884122 -0.865463 0.935855
C -3.070477 -0.293728 0.120925
C -3.015827 1.003325 0.483536
H -4.089801 1.538561 0.634174
H -2.820756 1.051844 1.849622
C -2.089832 2.030204 -0.326021
N -0.760815 1.563769 -0.188894
C -0.083609 0.748304 -1.073860
O -0.726960 0.750091 -2.105055
C 1.144974 0.395226 -0.845318
C 1.686673 -1.052937 -1.480420
C 2.943074 -1.333001 -1.108302
C 3.741560 -0.760079 -0.411841
C 3.278561 0.411463 0.459466
C 2.142675 0.824080 0.179456
H 1.800055 1.866943 0.672241
O 4.471788 1.019151 1.057331
C 5.394851 0.034682 1.096052
O 4.979649 -1.051304 0.013338
H 5.559153 -0.343276 2.118017
H 6.303198 0.613072 0.622382
H 3.175639 -2.280024 -1.453389
H 0.975176 -1.181431 -2.288336
H -0.198336 1.602263 0.808039
H -2.096617 2.871589 0.110695
H -2.297089 2.104707 -1.292833
H -3.532400 -0.321256 -0.791478
H -2.103053 -0.783721 0.270319
H -4.583256 -2.256272 -0.499862
H -3.299938 -2.874935 0.511426

Forces on the atoms, in the same order (eV/Å):
C 2.1 5.2 -7.4
H -3.7 -1.8 3.7
O -5.1 -5.9 5.3
C 3.1 -3.1 -1.8
C -1.2 10.2 5.7
H 2.0 -1.5 -1.0
H 0.3 0.0 -4.0
C 0.3 -7.8 2.8
N 5.6 -0.7 5.4
C -8.7 6.1 -0.6
O 0.2 -2.7 -3.5
C 12.0 -9.0 1.5
C -5.0 9.4 1.7
C -5.7 -7.9 -7.3
C 6.7 9.2 11.7
C 8.5 -4.1 -2.1
C -10.2 7.3 -0.6
H 0.9 -2.2 -0.8
O -4.6 -0.5 -0.6
C 2.4 0.4 -3.1
O 1.4 0.5 1.3
H -0.1 -0.7 -0.7
H -0.9 -2.0 1.2
H 1.4 -2.0 -1.1
H 0.5 -1.6 0.0
H -2.7 0.2 -3.0
H -0.7 6.4 3.2
H -1.2 0.1 -4.1
H -0.2 -0.6 -3.6
H 0.6 0.0 -1.2
H 0.5 -0.4 2.8
H 1.7 -0.5 0.3

=====

(6)
Density functional theory data (ωB97M-V/def2-TZVPD) for a structure of composition C12H16BCl5N4OPt at a distorted geometry.

Summary:
E_tot	-87245.0176	eV
energy above the lowest of the compared OMol25 structures with the same formula, charge and spin	0.015	eV
frontier orbital gap	0.2592	hartree

Cartesian coordinates (Å):
Pt -0.288633 1.000689 -0.747444
Cl 5.402851 5.440382 -0.722191
C 3.813224 4.785364 -0.714892
C 3.618334 3.411932 -0.713633
Cl 4.966042 2.341229 -0.743472
C 2.330963 2.904625 -0.680896
Cl 2.070265 1.202830 -0.721633
C 1.172702 3.706168 -0.613048
O -0.011147 3.222130 -0.508646
C 1.413392 5.106209 -0.661272
Cl 0.040341 6.136669 -0.662373
C 2.694694 5.629268 -0.709915
Cl 2.924751 7.327979 -0.762047
B -4.905099 0.854487 -0.724916
C -3.378658 0.837996 -0.890400
N -2.225723 0.829385 -0.981509
H -5.294303 -0.282953 -0.626500
H -5.405853 1.369677 -1.687296
H -5.114180 1.454019 0.299204
C 0.688161 -2.532053 2.395599
N -0.304584 -1.930181 1.511742
C -0.727871 -0.609062 1.939805
C -0.160723 -2.190773 0.162019
N 0.019271 -1.251511 -0.719008
N -0.215085 -3.506348 -0.173243
C 0.183855 -3.946648 -1.494968
C -0.966905 -4.471411 0.611100
H 1.580976 -1.900637 2.474073
H 0.989047 -3.506429 2.021362
H 0.254892 -2.649844 3.388510
H -0.953787 -0.669515 3.003629
H -1.637226 -0.330164 1.410413
H 0.031998 0.169464 1.796196
H 0.003236 -1.564715 -1.679663
H -0.605715 -3.807492 -2.241446
H 0.425426 -5.006564 -1.443875
H 1.076421 -3.408980 -1.814731
H -1.455904 -3.969972 1.440077
H -0.319424 -5.260178 1.003108
H -1.730009 -4.935087 -0.017835

Forces on the atoms, in the same order (eV/Å):
Pt 1.9 0.0 0.2
Cl 0.0 0.0 0.0
C 0.0 0.0 0.0
C 0.2 0.1 0.0
Cl 0.0 -0.1 0.0
C -0.3 0.9 0.1
Cl -0.3 -0.9 0.1
C 1.0 -0.2 -0.2
O -1.5 -1.8 -0.4
C -0.2 -0.1 0.0
Cl -0.1 0.0 0.0
C 0.0 -0.2 0.0
Cl 0.0 0.0 0.0
B -0.7 -0.2 0.1
C 0.7 0.0 -0.1
N 0.1 0.3 0.4
H 0.1 -0.2 0.0
H 0.0 0.2 -0.1
H 0.0 0.2 0.1
C 0.0 -0.1 0.0
N 0.1 0.1 -0.4
C -0.1 0.1 0.0
C -0.4 -0.2 0.8
N -0.5 2.2 -0.7
N 0.3 0.2 -0.1
C 0.0 0.1 0.0
C 0.0 -0.1 0.1
H 0.0 0.0 0.0
H 0.0 0.0 0.1
H 0.0 0.0 0.0
H 0.0 0.0 0.0
H 0.0 0.1 0.1
H 0.0 -0.1 0.0
H -0.2 -0.1 0.1
H 0.0 0.0 0.0
H 0.0 0.0 0.0
H 0.0 0.0 0.0
H 0.0 0.0 0.0
H 0.0 0.0 0.0
H 0.0 0.0 0.0